Record 1
C8H10AsBF4OPtS5 as an isolated structure, computed with ωB97M-V/def2-TZVPD.

- Energy above the lowest of the compared OMol25 structures with the same formula, charge and spin: 159.8 kJ/mol
- Multiplicity: 1
- Gap between HOMO and LUMO: 5.752 eV
- DFT total energy: -5156.7570 a.u.
- Max |F|: 1.708 eV/Å
- HOMO level: -1.590 eV
- Charge: -2

Geometry as XYZ:
```
31
Properties=species:S:1:pos:R:3:forces:R:3:mulliken_charge:R:1
Pt 0.41045 -0.31392 -0.18348 1.018 -0.150 0.718 1.32
As 2.14599 -1.67891 2.08345 1.104 -0.669 1.119 0.42
S -2.22856 -0.25957 0.02435 -0.715 -0.335 -0.162 0.47
S 1.62350 -3.10628 3.56151 -0.366 0.016 -0.110 -0.63
S 1.54380 -2.32108 0.03703 -0.887 1.161 0.180 -0.42
S 4.18618 -1.15429 2.21822 -0.163 0.109 -0.216 -0.61
S 0.82183 0.11025 2.08127 -0.158 -0.489 -1.555 -0.54
F -0.51458 2.77150 -3.47962 0.223 -0.037 0.146 -0.40
F 1.68112 2.05679 -3.54665 -0.196 0.080 0.158 -0.41
F 1.05176 3.73346 -2.08253 -0.080 -0.238 -0.129 -0.40
F 0.35322 1.55604 -1.71233 -0.145 0.183 -0.056 -0.35
O -1.99052 -0.66050 -1.40129 -0.049 -0.023 -0.044 -0.66
C -4.05407 -0.01875 0.07260 0.347 0.053 0.037 -1.05
C -2.34527 -1.72521 2.37415 0.039 0.135 -0.007 -0.60
C -2.26462 -1.77600 0.99049 -0.107 0.094 0.045 0.08
C -2.12091 -4.15810 1.07006 0.000 0.041 0.019 -0.67
C -2.28909 -2.89986 3.09985 -0.023 -0.041 -0.010 -0.54
C -1.96502 -5.38396 3.26555 0.073 0.138 0.020 -1.41
C -2.16582 -2.98390 0.33139 -0.004 0.016 -0.118 -0.38
C -2.15669 -4.12975 2.45818 -0.043 -0.049 -0.032 1.19
B 0.65635 2.54836 -2.72669 -0.053 0.127 -0.068 0.28
H -2.29948 -2.86654 4.18302 0.037 0.030 -0.012 0.28
H -4.28679 0.86222 -0.52690 0.057 -0.043 0.046 0.38
H -2.09247 -2.98438 -0.74979 0.052 -0.008 0.034 0.49
H -4.34661 0.12628 1.11331 -0.063 0.005 -0.045 0.33
H -2.40209 -0.76698 2.87910 0.077 -0.041 0.016 0.32
H -2.01498 -5.10704 0.55547 0.032 0.011 0.024 0.25
H -2.68857 -5.44955 4.08242 0.022 -0.023 -0.034 0.35
H -0.96183 -5.35753 3.70142 -0.025 -0.069 -0.010 0.25
H -4.51649 -0.91104 -0.34731 -0.004 0.014 0.007 0.30
H -2.05137 -6.27379 2.64040 -0.001 0.001 0.038 0.36
```
Positions in Å, forces in eV/Å.



Record 2
A 2-piece molecular cluster, C7H12O overall, computed with ωB97M-V/def2-TZVPD.

- Energy above the lowest of the compared OMol25 structures with the same formula, charge and spin: 195.9 kJ/mol
- Multiplicity: 1
- Gap between HOMO and LUMO: 9.418 eV
- DFT total energy: -349.0740 a.u.
- Max |F|: 1.677 eV/Å
- HOMO level: -8.620 eV
- SMILES string: C=CC(C=C)=CC.O

Geometry as XYZ:
```
20
Properties=species:S:1:pos:R:3:forces:R:3:mulliken_charge:R:1
O -0.43495 -3.25401 -0.00747 -0.635 -0.610 0.177 -0.65
C 0.38206 -0.25374 -1.08996 0.825 0.299 -0.069 -0.33
C 1.59850 0.35398 -1.74554 -0.171 -0.921 0.045 -1.28
C -2.44969 0.24194 1.21447 -0.945 0.766 -0.215 -0.89
C -0.27554 0.25760 -0.04727 -0.943 0.638 0.054 0.85
C 1.31015 1.57176 1.32767 0.871 0.516 0.918 -0.82
C 0.13847 1.46035 0.72362 1.023 -0.294 -0.978 -0.39
C -1.62988 -0.22967 0.28265 0.936 -1.059 0.902 -0.42
H -1.83853 -1.22007 -0.09921 -0.411 0.143 -0.639 0.40
H -2.32488 1.12991 1.82519 0.486 0.044 -0.216 0.31
H -0.48274 2.34378 0.65676 -0.444 -0.153 0.465 0.41
H 0.05684 -1.17219 -1.56156 -0.558 0.159 0.000 0.37
H 2.18895 0.92999 1.35009 -0.716 -0.835 -0.333 0.31
H -3.46489 -0.13203 1.27651 0.156 -0.500 0.185 0.26
H 1.28656 1.06839 -2.49245 -0.122 0.528 -0.128 0.28
H -0.03266 -3.16681 -0.87335 0.355 0.228 0.269 0.31
H 0.02634 -2.72823 0.65052 0.293 0.175 -0.391 0.33
H 2.11517 -0.41807 -2.32051 0.217 0.029 0.221 0.34
H 2.27124 0.80920 -1.03385 0.155 0.187 -0.053 0.35
H 1.55949 2.40793 1.96369 -0.374 0.660 -0.215 0.27
```
Positions in Å, forces in eV/Å.



Record 3
One molecule with the formula C15H20ClN3O, computed with ωB97M-V/def2-TZVPD.

- Energy above the lowest of the compared OMol25 structures with the same formula, charge and spin: 65.6 kJ/mol
- Multiplicity: 1
- Gap between HOMO and LUMO: 9.956 eV
- DFT total energy: -1283.2984 a.u.
- Max |F|: 0.868 eV/Å
- HOMO level: -9.235 eV
- SMILES string: CC(C)(C)[C@H](O)[C@H](Cc1ccccc1Cl)n1cncn1

Geometry as XYZ:
```
40
Properties=species:S:1:pos:R:3:forces:R:3:mulliken_charge:R:1
Cl 2.19992 -2.65272 -0.52565 -0.070 -0.246 -0.087 -0.23
O -1.85875 0.53056 1.72416 -0.022 0.365 0.249 -0.65
N 0.11025 1.01349 -0.24703 -0.093 0.539 0.004 1.66
N 0.35426 1.20808 -1.54799 0.162 -0.468 -0.713 -1.14
N 0.44547 3.15522 -0.47170 0.024 0.582 0.297 -0.77
C -1.52074 -0.51660 0.84806 0.124 -0.336 -0.573 -1.10
C 3.00891 0.85999 1.17924 0.078 -0.067 -0.036 -0.12
C -2.83973 0.41962 -1.13821 0.168 -0.168 0.104 -1.77
C 2.34126 -0.30835 0.83325 -0.024 -0.167 0.092 -0.04
C -3.92186 -1.07310 0.54995 0.211 0.122 -0.051 -1.88
C -2.26480 -2.00661 -1.05932 0.025 0.258 0.130 -1.91
C 4.84855 0.29740 -0.24822 -0.006 -0.012 0.003 -0.43
C 4.21030 -0.87820 -0.60124 -0.009 -0.035 -0.036 -0.61
C -0.09159 -0.31196 0.27497 -0.281 -0.601 0.550 0.29
C 2.96839 -1.16903 -0.06378 0.179 0.252 0.084 0.68
C 0.54735 2.50194 -1.64402 -0.068 -0.165 0.229 -0.42
C 0.96566 -0.59900 1.35920 -0.025 0.030 -0.268 -1.35
C 4.24834 1.16559 0.64635 0.023 0.071 0.013 -0.83
C 0.17880 2.19714 0.38587 -0.032 0.083 -0.163 -0.13
C -2.62339 -0.78165 -0.21330 -0.088 0.010 0.185 1.94
H -4.15360 -0.26480 1.23920 -0.075 0.032 0.047 0.33
H 0.76279 2.98978 -2.57172 0.057 0.046 -0.266 0.46
H -3.12453 1.31329 -0.58331 -0.068 0.146 0.011 0.38
H 4.74130 2.08344 0.92736 0.049 0.085 0.026 0.39
H -3.82567 -1.99135 1.12467 -0.028 -0.142 0.105 0.44
H -1.94058 -2.83252 -0.43006 0.043 -0.172 0.066 0.38
H -3.64692 0.19778 -1.83259 -0.133 0.007 -0.046 0.48
H 2.54711 1.54128 1.87844 -0.062 0.051 0.076 0.36
H -1.94908 0.63484 -1.72296 -0.003 0.064 -0.061 0.34
H 0.88742 -1.64986 1.64152 -0.072 0.043 0.063 0.48
H -1.47866 -1.78179 -1.77518 0.119 -0.025 -0.102 0.41
H -2.09672 1.30466 1.19942 -0.029 -0.040 0.019 0.48
H -1.47080 -1.40470 1.48977 0.019 0.005 -0.124 0.73
H 4.66808 -1.56671 -1.29439 0.012 -0.075 -0.051 0.42
H 0.02839 2.33228 1.43669 -0.014 -0.095 0.275 0.56
H 0.75421 0.01407 2.23612 0.003 -0.022 0.036 0.52
H 0.06734 -0.98740 -0.56720 0.002 0.139 0.113 0.36
H 5.81316 0.53022 -0.67211 0.090 0.014 -0.038 0.38
H -3.13895 -2.32874 -1.62016 -0.086 -0.059 -0.069 0.48
H -4.75086 -1.18556 -0.14410 -0.100 -0.049 -0.093 0.45
```
Positions in Å, forces in eV/Å.



Record 4
One molecule with the formula C3H4N2, computed with ωB97M-V/def2-TZVPD.

- Energy above the lowest of the compared OMol25 structures with the same formula, charge and spin: 345.2 kJ/mol
- Multiplicity: 1
- Gap between HOMO and LUMO: 10.619 eV
- DFT total energy: -226.0937 a.u.
- Max |F|: 6.947 eV/Å
- HOMO level: -10.062 eV
- SMILES string: N#C[C@H]1CN1

Geometry as XYZ:
```
9
Properties=species:S:1:pos:R:3:forces:R:3:mulliken_charge:R:1
N 1.23840 -0.21445 -0.61855 1.473 -1.902 -1.480 -0.52
N -0.90357 1.33506 1.64547 0.201 -3.425 -5.074 -0.43
C -0.70647 0.57864 0.71992 0.784 3.464 5.730 0.01
C 0.06866 -0.52926 0.15491 -2.454 -2.947 -1.419 0.33
C 0.05438 -0.66366 -1.42348 -2.519 5.894 2.680 -0.52
H 0.13905 -1.51351 -1.88016 0.588 -5.293 -1.844 0.36
H -0.14736 -1.49923 0.80652 1.040 2.068 -1.536 0.30
H -0.74667 -0.04233 -2.11694 2.685 -0.504 2.197 0.18
H 1.91173 -1.10357 -0.70597 -1.799 2.644 0.747 0.29
```
Positions in Å, forces in eV/Å.